(1)
{"formula": "C17H23N9O4Y", "method": "ωB97M-V/def2-TZVPD", "e_tot_ha": -1493.44681, "lumo_energy_ev": -3.46, "homo_energy_ev": -10.49, "de_lowest_kj_mol": 5.6, "total_charge": 1, "species": ["Y", "C", "C", "N", "O", "C", "C", "N", "O", "H", "H", "H", "H", "H", "H", "H", "C", "N", "C", "C", "C", "C", "C", "N", "C", "C", "C", "C", "C", "C", "H", "H", "H", "H", "H", "H", "H", "H", "H", "H", "H", "N", "N", "C", "N", "N", "N", "O", "O", "H", "H", "H", "H", "H"], "coordinates": [[0.573, 0.650, -0.218], [2.834, 4.076, 2.231], [1.900, 3.132, 1.556], [2.245, 2.370, 0.576], [3.576, 2.516, 0.215], [0.487, 3.007, 2.015], [-0.075, 3.681, 3.219], [-0.128, 2.216, 1.223], [-1.309, 1.672, 1.226], [3.597, 4.427, 1.543], [3.342, 3.561, 3.052], [2.290, 4.919, 2.651], [3.648, 2.050, -0.625], [0.575, 3.555, 4.085], [-1.050, 3.250, 3.441], [-0.206, 4.752, 3.052], [-1.421, -1.441, 1.858], [-0.211, -1.283, 1.048], [0.687, -2.214, 1.103], [1.938, -2.095, 0.455], [3.019, -2.975, 0.467], [4.051, -2.334, -0.217], [3.560, -1.088, -0.593], [2.278, -0.920, -0.196], [-2.660, -1.556, 1.004], [-3.629, -0.557, 1.017], [-4.734, -0.638, 0.176], [-4.879, -1.718, -0.684], [-3.920, -2.727, -0.694], [-2.818, -2.645, 0.146], [-1.514, -0.568, 2.503], [-1.327, -2.328, 2.493], [0.509, -3.118, 1.690], [3.037, -3.954, 0.922], [5.042, -2.711, -0.412], [4.078, -0.312, -1.139], [-3.497, 0.301, 1.664], [-5.482, 0.144, 0.196], [-5.745, -1.786, -1.330], [-4.046, -3.588, -1.340], [-2.072, -3.433, 0.138], [-1.709, -0.011, -1.562], [-1.427, -0.748, -2.726], [-0.232, -0.578, -3.313], [0.065, -1.212, -4.435], [0.553, 0.272, -2.642], [1.808, 0.584, -3.040], [2.323, 0.165, -4.050], [2.352, 1.347, -2.233], [-2.171, -0.624, -0.891], [-2.346, 0.749, -1.784], [-2.145, -1.332, -3.128], [-0.597, -1.829, -4.874], [0.977, -1.073, -4.843]], "mulliken_charge": [1.51, -1.56, 0.57, 0.35, -0.51, 0.56, -1.64, -0.19, -0.62, 0.46, 0.31, 0.38, 0.39, 0.39, 0.35, 0.36, -1.89, 0.12, 0.20, -0.15, -0.98, -0.86, -0.34, 0.22, 0.02, 0.25, -0.79, -0.31, -0.87, 0.34, 0.38, 0.57, 0.33, 0.47, 0.45, 0.43, 0.42, 0.43, 0.43, 0.45, 0.40, -0.18, -0.14, 0.69, -0.35, -0.47, 1.27, -0.73, -0.70, -0.04, 0.25, 0.20, 0.18, 0.21]}

=====

(2)
{"formula": "C3H2ClNOS2", "method": "ωB97M-V/def2-TZVPD", "e_tot_ha": -1501.99099, "lumo_energy_ev": 0.06, "homo_energy_ev": -7.85, "de_lowest_kj_mol": 265.0, "species": ["C", "C", "C", "N", "O", "S", "S", "Cl", "H", "H"], "coordinates": [[0.559, -1.151, 0.689], [-0.584, -0.542, 0.562], [1.204, 1.440, -1.100], [-1.767, -0.057, 0.288], [0.911, 1.048, -2.125], [0.705, -1.895, -0.805], [1.627, 1.919, 0.287], [1.665, -1.120, 2.054], [-2.607, -0.579, 0.361], [-1.714, 0.937, -0.212]], "mulliken_charge": [0.25, 0.03, 0.61, -0.34, -0.29, -0.34, -0.32, -0.13, 0.24, 0.28]}